1.
56
Properties=species:S:1:pos:R:3:forces:R:3 method="wB97M-V/def2-TZVPD" charge=+2 e_lumo_ev=-5.3 multiplicity=1
Ca 0.18296 0.37863 -0.23858 0.67 0.34 -0.34
C 0.12843 -2.74128 -1.77355 -0.04 0.13 -0.06
C 0.74830 -3.34029 -0.50793 -0.01 -0.08 0.12
N 1.14736 -2.32060 0.47289 -0.05 0.15 -0.12
C 1.00704 -2.71106 1.87868 -0.06 -0.02 0.04
C -0.42731 -2.96157 2.36809 0.02 -0.09 -0.03
S -1.68378 -1.76640 1.86413 0.29 0.23 -0.08
C -2.25171 -2.48655 0.27283 -0.01 -0.08 0.03
C -2.09445 -1.82506 -1.09161 0.02 -0.04 0.03
N -0.71964 -1.55253 -1.53736 -0.08 -0.10 -0.02
H -0.42685 -3.52360 -2.30229 0.02 -0.03 0.01
H 0.92055 -2.42018 -2.45332 0.04 0.01 0.06
H 1.59004 -3.97100 -0.80433 0.00 -0.01 -0.03
H 0.04644 -4.02194 -0.03012 -0.01 0.01 0.00
H 2.12588 -2.09416 0.33728 0.01 -0.04 -0.03
H 1.44264 -1.91268 2.47883 -0.02 0.02 0.01
H 1.55162 -3.63083 2.12298 0.05 0.01 -0.03
H -0.43598 -2.96134 3.45836 0.02 0.03 0.00
H -0.83004 -3.92736 2.05722 0.06 -0.02 0.04
H -3.32398 -2.57344 0.45803 0.00 0.02 0.00
H -1.84473 -3.49416 0.27075 -0.04 -0.02 -0.02
H -2.65316 -0.89337 -1.10167 0.04 0.04 0.03
H -2.59963 -2.51544 -1.77880 0.02 -0.03 -0.01
H -0.81695 -1.09524 -2.44072 -0.02 0.00 0.00
O 3.80073 1.89859 5.08798 0.08 -0.12 -0.13
C 3.27694 1.60584 3.89738 0.12 0.06 0.35
C 3.78827 0.62248 3.04460 -0.07 0.04 -0.11
C 3.15180 0.41745 1.84364 0.01 0.00 -0.07
N 2.06649 1.09811 1.43327 -0.01 -0.20 0.08
C 1.62768 2.02935 2.27292 -0.21 0.25 -0.08
Br 0.12997 3.03223 1.65608 0.11 -0.06 0.05
C 2.15808 2.33723 3.50320 0.05 -0.12 -0.19
H 4.59550 1.37589 5.26982 -0.10 0.08 0.02
H 4.66618 0.04531 3.30248 0.00 0.02 0.03
H 3.54439 -0.32436 1.15566 -0.04 0.00 0.00
H 1.74981 3.11380 4.13223 0.01 0.00 0.01
N 2.18148 0.49617 -1.80498 0.05 -0.04 -0.06
C 1.95612 0.66919 -3.26935 -0.05 -0.10 0.17
C 1.83242 2.13015 -3.66343 0.08 -0.01 -0.14
C 0.77155 2.95102 -2.93444 -0.02 0.10 0.05
C -0.65670 2.41346 -3.05870 -0.09 -0.11 0.07
N -1.14718 1.89113 -1.75210 0.00 0.12 -0.07
H 2.79799 1.23638 -1.47378 -0.03 0.04 -0.04
H 2.72490 -0.35273 -1.67027 -0.01 0.00 -0.01
H 1.04987 0.11437 -3.53395 -0.02 0.04 -0.01
H 2.77173 0.21834 -3.83557 0.01 0.03 -0.04
H 1.62726 2.15868 -4.73659 0.00 0.00 0.01
H 2.80868 2.60799 -3.54218 -0.02 0.02 0.04
H 0.80947 3.96548 -3.33139 0.02 -0.01 -0.02
H 1.02474 3.06280 -1.87289 -0.01 -0.06 0.01
H -0.70266 1.59363 -3.77884 0.03 0.00 0.00
H -1.33073 3.18466 -3.43099 0.02 0.05 0.00
H -2.11001 1.58070 -1.86279 0.01 -0.05 -0.02
H -1.23340 2.68862 -1.12238 0.01 -0.01 0.00
O -0.72625 -0.50997 1.62852 -1.31 -0.10 0.18
O -1.78856 0.33527 0.92718 0.44 -0.31 0.34

---

2.
18
Properties=species:S:1:pos:R:3:forces:R:3 method="wB97M-V/def2-TZVPD" charge=+1 e_lumo_ev="-4.5 / -4.5" multiplicity=1
C 1.24941 -1.03919 1.00142 -1.53 1.53 -2.07
C -1.41992 -0.98575 -0.78476 0.48 1.04 0.30
C 0.39016 0.12871 0.46707 2.18 -0.65 -3.49
N -2.18802 1.43262 -1.42219 3.08 -0.98 0.85
N -1.07405 1.67084 -1.06797 -1.61 -2.47 -0.23
N -0.24122 -0.18430 -0.80395 -0.45 0.43 -0.05
N 1.22712 1.37179 -0.01979 -2.87 -0.44 1.40
H 1.96088 -1.50298 0.33253 0.26 0.49 -0.24
H 1.60834 -0.55967 1.83441 1.65 0.12 2.41
H 0.52590 -1.75240 1.23233 -0.97 -1.49 0.90
H -1.36371 -1.96260 -1.24167 0.45 -0.14 -0.31
H -1.92727 -1.04371 0.18340 -0.01 0.02 0.00
H -1.99498 -0.33577 -1.46927 -1.09 -0.76 -0.08
H -0.29425 0.50215 1.15877 -1.03 0.59 1.65
H -2.72681 2.24235 -1.36744 -1.87 2.24 -0.52
H 1.56011 1.92997 0.80874 0.00 -0.57 -1.59
H 0.24310 1.72539 -0.52752 3.04 0.72 0.78
H 1.89095 1.04329 -0.71721 0.31 0.33 0.28

---

3.
109
Properties=species:S:1:pos:R:3:forces:R:3 method="wB97M-V/def2-TZVPD" charge=+3 e_lumo_ev="-7.6 / -9.1" multiplicity=3
W 0.05641 -0.93199 -0.15626 -0.60 0.36 0.83
C 0.66840 2.63653 3.93420 -0.42 0.14 0.85
C 1.06504 1.23433 3.74608 0.18 -0.26 0.46
N 1.62759 0.52398 4.66112 0.33 0.04 0.75
N 1.73441 -0.74654 4.17713 -0.30 0.62 -0.02
C 1.20903 -0.82407 2.96135 0.40 -1.46 -0.74
S 1.08224 -2.17853 1.91453 -0.13 0.43 -0.12
N 0.82727 0.42169 2.66021 -0.30 0.27 -0.38
N 0.20978 0.75963 1.44358 0.23 0.81 0.04
H 1.19409 2.97581 4.83853 -0.24 -0.01 -0.30
H -0.42212 2.71043 4.13088 0.55 -0.01 -0.23
H 0.94691 3.27485 3.11748 0.08 0.31 -0.52
H 2.15112 -1.45180 4.78169 -0.23 0.03 -0.45
H 0.75524 1.57097 1.04965 -0.28 -0.87 0.20
H -0.70891 1.17892 1.66600 0.24 -0.31 -0.18
O 1.18100 0.99492 -2.42220 0.00 -0.35 -0.31
C 2.16676 0.30743 -3.13325 -0.32 0.10 0.18
C 2.20501 0.23519 -4.52179 0.83 -0.51 0.64
C 3.29482 -0.45450 -5.07843 -0.61 0.44 -0.61
C 4.29330 -1.00306 -4.29348 -0.21 0.09 0.55
C 4.15912 -0.98823 -2.90702 -0.36 0.40 0.10
C 3.06660 -0.35270 -2.28378 -0.10 0.13 -1.35
P 2.58921 -0.45203 -0.55072 0.21 0.11 0.13
C 3.41710 -1.95950 -0.02367 0.50 0.06 0.96
C 4.14048 -2.11726 1.16947 -0.30 0.36 -0.25
C 4.60789 -3.35277 1.54746 0.56 -0.33 0.43
C 4.37776 -4.46343 0.75831 -0.43 -0.88 -0.55
C 3.62734 -4.34295 -0.41238 -0.08 -0.51 -0.04
C 3.13252 -3.09343 -0.77049 0.18 -0.40 -0.84
C 3.18349 1.05933 0.29036 0.46 -0.86 -0.42
C 4.42975 1.08557 0.91092 -0.10 0.55 0.41
C 4.92742 2.29054 1.40620 0.13 -0.09 -0.28
C 4.22775 3.46077 1.18807 -0.32 0.39 -0.54
C 3.02253 3.44758 0.46789 0.59 -0.01 0.66
C 2.48924 2.24531 0.05259 -0.56 0.15 -0.36
C 0.32220 1.85136 -3.06618 0.21 0.76 -0.42
C 0.82191 2.83487 -3.93387 -0.20 -0.50 0.12
C -0.04540 3.70718 -4.54820 -0.51 0.36 -0.11
C -1.42952 3.65265 -4.25895 1.25 -0.08 -0.30
C -1.87590 2.75009 -3.32759 -0.74 0.01 0.05
C -1.02221 1.82615 -2.72730 0.96 -0.32 0.43
P -1.53398 0.88894 -1.25559 0.66 0.13 -0.47
C -3.10090 0.21965 -1.78391 0.66 0.05 -0.06
C -4.30971 0.65032 -1.28887 -0.34 0.61 -0.18
C -5.48310 0.08854 -1.74461 -0.61 -0.29 0.23
C -5.41490 -0.94707 -2.66797 -0.44 0.56 0.47
C -4.19892 -1.32571 -3.18882 0.15 -0.85 -0.85
C -3.01769 -0.74258 -2.78426 -0.58 -0.11 0.25
C -1.78921 2.25157 -0.07670 0.49 0.38 -0.85
C -1.12627 3.47429 -0.27301 -0.30 0.41 1.18
C -1.31454 4.51218 0.67497 0.60 -0.40 -1.46
C -2.18467 4.34574 1.72748 0.00 0.48 0.60
C -2.83922 3.14361 1.89200 -0.57 -0.58 0.16
C -2.62639 2.10174 1.01090 -0.50 -0.39 0.23
H 1.43995 0.69937 -5.12533 0.08 -0.07 -0.10
H 3.35040 -0.53226 -6.16821 0.06 0.05 0.39
H 5.16740 -1.45043 -4.74394 -0.05 -0.08 -0.01
H 4.92186 -1.44793 -2.31272 0.22 -0.28 0.31
H 4.31854 -1.30953 1.86338 -0.09 0.13 -0.15
H 5.18336 -3.42555 2.47062 -0.16 -0.13 -0.24
H 4.71135 -5.47147 1.01337 0.16 0.48 0.20
H 3.43459 -5.24968 -1.03678 0.15 1.02 0.57
H 2.59182 -2.99533 -1.70722 -0.03 -0.04 0.11
H 5.02988 0.20329 1.02637 0.08 -0.11 -0.15
H 5.90953 2.32945 1.86422 -0.14 -0.08 0.08
H 4.65033 4.41972 1.46806 -0.03 -0.14 0.15
H 2.55447 4.38716 0.23609 -0.26 0.16 -0.07
H 1.56588 2.23098 -0.55067 0.54 0.06 0.27
H 1.87479 2.87563 -4.15928 0.17 0.00 0.06
H 0.37997 4.44402 -5.24014 -0.42 -0.27 0.26
H -2.11235 4.30464 -4.76490 -0.23 0.28 -0.05
H -2.92472 2.78085 -3.05132 0.00 -0.16 0.01
H -4.33540 1.49426 -0.61943 -0.15 -0.03 0.19
H -6.44783 0.41499 -1.34047 0.41 -0.08 -0.27
H -6.32514 -1.41925 -2.98467 -0.19 -0.20 -0.20
H -4.19066 -2.10813 -3.94440 0.08 0.13 0.05
H -2.08706 -1.04991 -3.24364 0.10 0.19 0.04
H -0.48343 3.64892 -1.12535 -0.03 -0.03 -0.01
H -0.80543 5.46108 0.49180 -0.19 -0.26 0.22
H -2.35742 5.15642 2.42903 -0.01 -0.05 -0.13
H -3.59158 2.96758 2.65085 0.16 0.33 0.25
H -3.19063 1.17822 1.14044 0.20 0.20 0.08
C -1.13245 -3.93900 -3.21020 -0.68 -0.33 0.59
O -1.45887 -3.21773 -1.94136 0.51 -0.25 -0.32
C -0.65435 -2.32691 -1.51022 0.93 0.41 -0.32
O 0.41061 -1.87798 -2.05265 -1.26 -0.55 0.59
H -1.65250 -4.90567 -3.13827 0.11 0.58 -0.02
H -0.07708 -4.09489 -3.27384 0.64 0.03 0.02
H -1.49311 -3.33580 -4.02636 -0.15 0.12 -0.25
C -1.74323 -3.70218 1.18132 0.44 -0.56 0.20
P -1.90911 -1.90332 1.32561 -0.36 0.18 0.47
C -3.63049 -1.71018 0.77924 -0.12 -0.71 -1.08
C -2.03757 -1.50716 3.11399 0.38 -0.82 -0.10
C -2.30887 -2.53127 4.01891 -0.23 -0.33 -0.49
C -2.63174 -2.27005 5.34580 0.34 0.65 -0.75
C -2.68340 -0.95921 5.78725 -0.03 0.00 -0.07
C -2.37863 0.05828 4.88805 -0.06 0.43 1.28
C -2.00963 -0.21712 3.60471 -0.36 -0.01 -0.63
H -2.52677 -4.25572 1.68662 -0.42 0.23 0.07
H -0.81510 -4.11911 1.59147 -0.06 0.38 -0.23
H -1.81792 -3.94437 0.12583 0.01 -0.08 0.00
H -4.30809 -2.38849 1.30274 0.27 -0.03 0.22
H -3.67208 -1.98917 -0.29497 -0.01 0.16 0.49
H -4.03218 -0.71829 0.86080 0.02 0.45 0.17
H -2.34125 -3.54503 3.63680 0.05 -0.03 0.35
H -2.84972 -3.07833 5.98746 -0.23 -0.73 0.68
H -2.97486 -0.72628 6.80578 0.05 -0.02 -0.12
H -2.44217 1.08700 5.22429 0.07 -0.01 -0.02
H -1.82902 0.59638 2.94566 0.00 0.62 -0.35

---

These records have energy relative to the best compared isomer or geometry (same formula, charge and spin) values of 0.0000 5.6632 0.0000 eV, in the order they appear.
These records have strongest force on any atom values of 1.32 4.17 1.69 eV/A, in the order they appear.